Record 1
{
  "formula": "C4H8FNO",
  "method": "wB97M-V/def2-TZVPD",
  "elements": ["C", "C", "C", "C", "N", "O", "F", "H", "H", "H", "H", "H", "H", "H", "H"],
  "positions_angstrom": [[-0.82551, 0.01966, 0.38670], [-1.67570, -0.93643, -0.40575], [1.61806, 0.24206, 1.19531], [0.62771, -0.27673, 0.24327], [0.53633, 1.13534, -1.50664], [-1.29414, 0.96926, 1.00360], [1.07375, -1.39317, -0.29398], [-1.91983, -1.70538, 0.21496], [-2.51359, -0.32616, -0.77491], [-1.25761, -1.45308, -1.40032], [2.61296, 0.59318, 0.81484], [1.16851, 1.00703, 1.86120], [1.93347, -0.49209, 1.81747], [0.00768, 2.05626, -1.14636], [-0.09208, 0.56023, -2.00942]],
  "nbo_charge": [0.479, -0.720, -0.713, 0.538, -0.848, -0.548, -0.307, 0.234, 0.244, 0.230, 0.254, 0.250, 0.233, 0.353, 0.320],
  "largest_force_ha_per_bohr": 0.0866,
  "de_lowest_kj_mol": 318.5,
  "energy_ha": -386.94104,
  "gap_ev": [8.568, 8.923],
  "e_lumo_ev": [-0.48, -0.58]
}

Record 2
{
  "formula": "C4H7NO2S",
  "method": "wB97M-V/def2-TZVPD",
  "elements": ["C", "N", "C", "C", "S", "C", "O", "O", "H", "H", "H", "H", "H", "H", "H"],
  "positions_angstrom": [[-0.02026, -0.10582, 2.08382], [0.97497, 0.50098, 1.13712], [0.47357, 1.09454, -0.01285], [0.15219, -0.11244, -1.09800], [1.31704, -1.22206, -1.41603], [-1.18686, -0.21149, -1.80520], [-2.07301, 0.52952, -1.55250], [-1.19600, -1.15939, -2.69119], [0.46460, -0.24214, 3.11164], [-0.84415, 0.57469, 1.98482], [-0.22523, -1.20628, 1.81269], [1.88111, 0.01948, 1.18919], [1.15086, 1.88735, -0.38268], [-0.54936, 1.44881, 0.17173], [-0.31947, -1.79575, -2.53256]],
  "nbo_charge": [-0.416, -0.644, -0.252, -0.153, 0.073, 0.693, -0.541, -0.670, 0.207, 0.205, 0.172, 0.385, 0.228, 0.225, 0.489],
  "largest_force_ha_per_bohr": 0.0680,
  "de_lowest_kj_mol": 257.3,
  "energy_ha": -759.97855,
  "smiles": "CNCC(=S)C(=O)O",
  "gap_ev": 7.365,
  "e_lumo_ev": -1.45
}

Record 3
{
  "formula": "C6H15ClI2O2PTi",
  "method": "wB97M-V/def2-TZVPD",
  "elements": ["I", "I", "Ti", "P", "C", "C", "H", "H", "H", "C", "H", "H", "H", "H", "H", "H", "C", "O", "Cl", "C", "C", "O", "H", "H", "H", "H", "H", "H"],
  "positions_angstrom": [[-0.45200, -3.13315, -4.47993], [0.70289, -0.58679, -3.77186], [-0.06130, 0.20864, -0.08936], [2.24343, -0.58185, 0.41785], [2.97991, -1.65308, -0.84799], [3.59198, 0.56016, 0.83698], [1.41736, -1.31307, 2.57286], [2.86612, -2.25693, 2.15002], [1.28058, -2.61120, 1.35107], [1.94304, -1.81314, 1.74834], [3.19624, 1.29788, 1.55239], [4.49106, 0.08314, 1.27046], [3.97283, -1.98475, -0.50796], [3.06754, -1.10617, -1.79460], [3.87634, 1.09275, -0.09120], [2.35707, -2.53128, -1.05564], [-0.32114, -1.68996, -0.53613], [-0.77460, -2.76314, -0.79937], [-0.06604, 0.48111, 2.22947], [-3.52559, 0.83042, 0.95271], [-2.60615, 0.17436, -0.07820], [-1.78632, 1.11747, -0.85092], [-3.02061, 1.30864, 1.78423], [-4.05672, 0.04243, 1.49045], [-4.16922, 1.54395, 0.45989], [-1.94109, -0.48163, 0.55731], [-3.16892, -0.46391, -0.77464], [-2.23911, 1.43824, -1.65905]],
  "nbo_charge": [0.333, 0.152, 1.294, 1.053, -0.952, -0.937, 0.269, 0.314, 0.254, -0.922, 0.283, 0.329, 0.309, 0.268, 0.287, 0.260, 0.398, -0.255, -0.118, -0.651, -0.091, -0.735, 0.255, 0.283, 0.279, 0.196, 0.262, 0.582],
  "charge": 3,
  "largest_force_ha_per_bohr": 0.2104,
  "energy_ha": -2633.29530,
  "gap_ev": [4.392, 4.364],
  "e_lumo_ev": [-14.95, -14.98]
}

Record 4
{
  "formula": "C27H23ClF32O7S",
  "method": "wB97M-V/def2-TZVPD",
  "elements": ["F", "C", "F", "C", "F", "F", "C", "O", "C", "F", "F", "C", "F", "F", "H", "H", "H", "H", "F", "C", "F", "C", "F", "F", "C", "O", "C", "F", "F", "C", "F", "F", "H", "H", "H", "H", "F", "C", "F", "C", "F", "F", "C", "O", "C", "F", "F", "C", "F", "F", "H", "H", "H", "H", "F", "C", "F", "C", "F", "F", "C", "O", "C", "F", "F", "C", "F", "F", "H", "H", "H", "H", "O", "C", "O", "C", "O", "C", "C", "C", "C", "Cl", "C", "S", "H", "H", "H", "H", "H", "H", "H"],
  "positions_angstrom": [[-0.85467, 2.72168, 0.35925], [0.26772, 2.77163, -0.37364], [1.15707, 1.90521, 0.17696], [0.88975, 4.17082, -0.37278], [1.28024, 4.50870, 0.86928], [2.02994, 4.06474, -1.13167], [0.08119, 5.32203, -1.00137], [-0.61444, 6.20706, -0.13851], [-1.91461, 5.98871, 0.26417], [-2.48349, 4.94841, -0.37056], [-2.62071, 7.08789, -0.06710], [-2.01508, 5.85154, 1.78527], [-1.28217, 4.81132, 2.22671], [-3.30891, 5.62453, 2.11270], [0.04874, 2.44155, -1.39456], [0.83759, 5.96069, -1.45448], [-0.54586, 4.97714, -1.82320], [-1.66851, 6.76207, 2.27710], [7.81580, -5.17089, 3.99759], [7.64212, -4.67622, 2.75851], [8.86738, -4.40902, 2.24622], [6.82551, -3.38128, 2.77059], [7.49725, -2.41431, 3.42961], [6.76318, -3.00074, 1.45954], [5.36873, -3.43956, 3.26766], [5.09213, -3.00627, 4.59374], [5.12870, -3.84876, 5.68134], [5.29218, -5.13761, 5.33299], [3.92612, -3.75682, 6.29130], [6.16896, -3.39684, 6.70972], [7.40309, -3.39014, 6.17240], [6.16172, -4.26255, 7.74865], [7.16031, -5.43103, 2.13067], [4.82856, -2.71157, 2.66077], [4.90458, -4.40069, 3.04916], [5.93052, -2.39419, 7.07007], [-7.06052, 5.14471, 2.51955], [-6.22713, 4.50202, 1.67723], [-5.94800, 5.34708, 0.65674], [-6.85890, 3.23075, 1.10676], [-7.93346, 3.54306, 0.35217], [-5.91632, 2.71278, 0.26848], [-7.22311, 2.09694, 2.08327], [-8.57869, 1.95427, 2.48431], [-9.10391, 2.58815, 3.58673], [-8.16687, 3.21563, 4.32023], [-9.64035, 1.62907, 4.37421], [-10.25319, 3.52432, 3.20365], [-9.82976, 4.48354, 2.36071], [-10.72382, 4.11909, 4.32398], [-5.29521, 4.27328, 2.19940], [-7.03655, 1.18763, 1.51479], [-6.54287, 2.05973, 2.93351], [-11.05629, 2.95842, 2.72743], [-2.76295, -4.96436, -3.91167], [-2.80377, -3.84568, -3.16400], [-4.05817, -3.73185, -2.66372], [-2.48749, -2.59619, -3.98898], [-3.43790, -2.41230, -4.92997], [-2.59003, -1.55588, -3.11070], [-1.09061, -2.47348, -4.62352], [-0.95147, -2.78098, -6.00565], [-0.68389, -4.04738, -6.46665], [-0.41208, -4.91581, -5.47605], [0.42946, -3.96285, -7.23094], [-1.79651, -4.55925, -7.38517], [-2.97087, -4.61828, -6.73074], [-1.48022, -5.80679, -7.80383], [-2.10536, -3.94386, -2.32813], [-0.86231, -1.41349, -4.58134], [-0.32351, -2.95899, -4.02108], [-1.90205, -3.90176, -8.25034], [1.09782, -0.28664, -3.88206], [2.15105, -0.78121, -3.55604], [2.48750, -2.08767, -3.66549], [3.54717, -2.32293, -2.76237], [3.84671, -3.43739, -2.40251], [4.10104, -1.00517, -2.37624], [5.32754, -0.84511, -1.59899], [5.13294, -0.37060, -0.13501], [3.73223, -0.38970, 0.39099], [3.11950, -2.05084, 0.67287], [3.28550, -0.09198, -2.88358], [3.56858, 1.62053, -2.76453], [5.98754, -0.15009, -2.08578], [5.85590, -1.78322, -1.57625], [5.50099, 0.64014, -0.02619], [5.72057, -0.98890, 0.51540], [3.02158, 0.12311, -0.22618], [3.72072, 0.10000, 1.34780], [2.41917, 2.12911, -2.32060]],
  "mulliken_charge": [-0.189, -0.073, -0.234, 1.059, -0.274, -0.303, -0.923, -0.396, 0.799, -0.289, -0.313, 0.164, -0.221, -0.176, 0.369, 0.456, 0.336, 0.213, -0.235, 0.060, -0.262, 0.913, -0.293, -0.305, -0.306, -0.416, 0.782, -0.291, -0.302, 0.206, -0.221, -0.257, 0.311, -0.032, 0.404, 0.241, -0.246, 0.186, -0.266, 0.880, -0.282, -0.310, -0.804, -0.390, 0.812, -0.290, -0.302, 0.195, -0.216, -0.254, 0.281, 0.457, 0.323, 0.238, -0.226, 0.094, -0.274, 0.945, -0.291, -0.325, -0.699, -0.366, 0.805, -0.292, -0.308, 0.196, -0.223, -0.263, 0.281, 0.370, 0.340, 0.233, -0.544, 0.908, -0.206, 0.085, -0.516, 0.181, -1.189, -0.208, -0.353, -0.241, 0.374, -0.176, 0.340, 0.429, 0.449, 0.010, 0.047, 0.558, 0.042],
  "largest_force_ha_per_bohr": 0.0458,
  "energy_ha": -5623.45517,
  "smiles": "FC(F)C(F)(F)COC(F)(F)C(F)F.FC(F)C(F)(F)COC(F)(F)C(F)F.FC(F)C(F)(F)COC(F)(F)C(F)F.FC(F)C(F)(F)COC(F)(F)C(F)F.O=C1OC(=O)C(CCCCl)=C1S",
  "gap_ev": 8.817,
  "e_lumo_ev": -1.47
}